The following is a DFT calculation (ωB97M-V/def2-TZVPD) of C47H45Cl3GeN3P3STc as an isolated structure at a distorted geometry.

As for the expectation value of S²: 2.113. The multiplicity is 3. The LUMO energy (alpha / beta) comes out at -9.62 / -9.58 eV. The energy above the lowest of the compared OMol25 structures with the same formula, charge and spin comes out at 705.91 kJ/mol. As for the HOMO energy (alpha / beta): -14.92 / -14.59 eV. The frontier orbital gap (alpha / beta) is 5.3 / 5.0 eV. The value obtained for the strongest force on any atom is 0.06076 hartree/bohr. Its charge is +3.

Element x y z (Å)
Tc (-2.387, -0.024, 1.399)
C (-5.845, -3.158, -3.301)
C (-5.966, -3.087, -1.921)
C (-5.018, -2.412, -1.168)
C (-3.936, -1.812, -1.810)
C (-3.802, -1.900, -3.196)
C (-4.758, -2.573, -3.935)
P (-2.892, -0.663, -0.872)
C (-1.131, -0.803, -1.272)
C (-0.112, 1.364, -2.847)
C (1.335, 0.985, -3.096)
C (1.812, -1.178, -3.061)
C (1.128, -2.471, -2.828)
C (-0.154, -2.764, -3.043)
C (-3.426, 1.030, -1.135)
C (-4.188, 1.693, -2.082)
C (-4.530, 3.010, -1.809)
C (-4.117, 3.609, -0.629)
C (-3.369, 2.917, 0.322)
C (-3.035, 1.592, 0.099)
H (-6.599, -3.659, -3.888)
H (-6.813, -3.540, -1.431)
H (-5.123, -2.333, -0.094)
H (-2.967, -1.429, -3.691)
H (-4.665, -2.620, -5.010)
H (-0.410, 2.289, -2.382)
H (2.082, 1.763, -2.989)
H (2.874, -1.292, -2.848)
H (1.691, -3.130, -2.173)
H (-0.754, -2.257, -3.777)
H (-4.538, 1.202, -2.982)
H (-5.139, 3.564, -2.505)
H (-4.405, 4.629, -0.429)
H (-3.083, 3.435, 1.227)
C (-1.334, -2.385, 2.390)
N (-1.400, -1.671, 1.131)
P (1.213, 0.483, 1.546)
C (2.771, -0.389, 1.962)
C (2.959, -1.694, 1.523)
C (4.121, -2.375, 1.838)
C (5.102, -1.759, 2.595)
C (4.924, -0.456, 3.036)
C (3.764, 0.224, 2.725)
C (1.849, 1.978, 0.693)
C (3.181, 2.127, 0.317)
C (3.580, 3.256, -0.378)
C (2.657, 4.235, -0.709)
C (1.321, 4.073, -0.369)
C (0.913, 2.941, 0.314)
P (-0.285, -1.957, -0.111)
C (-0.561, -3.647, -0.774)
C (-0.144, -4.700, 0.011)
C (0.054, -5.978, -0.508)
C (-0.050, -6.214, -1.890)
C (-0.436, -5.220, -2.727)
C (-0.806, -3.867, -2.238)
C (-0.331, -0.046, -2.120)
C (-1.034, 0.454, -3.495)
C (-0.719, -0.136, -4.790)
C (0.544, -0.348, -5.158)
C (1.637, -0.109, -4.193)
C (1.193, -0.153, -2.090)
H (-0.317, -2.417, 2.796)
H (-1.710, -3.409, 2.280)
H (-1.961, -1.876, 3.135)
H (2.191, -2.173, 0.924)
H (4.258, -3.389, 1.496)
H (6.006, -2.289, 2.843)
H (5.688, 0.030, 3.623)
H (3.634, 1.242, 3.065)
H (3.912, 1.372, 0.557)
H (4.614, 3.364, -0.664)
H (2.974, 5.118, -1.240)
H (0.598, 4.828, -0.641)
H (-0.128, 2.800, 0.577)
H (0.067, -4.525, 1.057)
H (0.352, -6.786, 0.143)
H (0.205, -7.184, -2.288)
H (-0.469, -5.363, -3.797)
H (-1.896, -3.769, -2.390)
H (-2.085, 0.639, -3.294)
H (-1.548, -0.312, -5.455)
H (0.795, -0.688, -6.150)
H (2.581, 0.056, -4.711)
H (1.584, -0.090, -1.075)
C (2.259, 1.533, 6.302)
N (2.268, 2.519, 5.263)
C (2.939, 3.799, 5.460)
C (2.702, 4.528, 4.126)
N (1.983, 3.535, 3.334)
C (1.716, 2.465, 4.072)
S (0.716, 1.136, 3.557)
H (1.749, 1.925, 7.184)
H (3.285, 1.290, 6.583)
H (1.747, 0.635, 5.962)
H (3.997, 3.630, 5.671)
H (2.495, 4.319, 6.312)
H (3.629, 4.791, 3.615)
H (2.099, 5.429, 4.244)
H (1.397, 3.812, 2.552)
Cl (-0.908, 3.207, 5.702)
Ge (-2.371, 3.876, 4.215)
Cl (-0.870, 4.421, 2.620)
Cl (-2.622, 1.328, 3.058)